{"formula": "C28H29BCeN6Si", "method": "ωB97M-V/def2-TZVPD", "species": ["H", "N", "B", "N", "C", "Ce", "H", "C", "H", "C", "H", "C", "H", "H", "H", "N", "N", "N", "N", "C", "C", "H", "H", "C", "C", "C", "C", "H", "H", "H", "H", "H", "C", "C", "C", "C", "C", "C", "Si", "C", "C", "C", "C", "C", "C", "C", "C", "C", "C", "C", "C", "H", "H", "H", "H", "H", "H", "H", "H", "H", "H", "H", "H", "H", "H", "H"], "xyz": [[-1.600, -1.182, -2.189], [-2.111, 0.725, -1.386], [-3.349, 2.877, -0.749], [-3.313, 1.427, -1.332], [-4.279, 0.713, -1.933], [0.011, 1.699, -0.529], [-5.282, 1.120, -2.003], [-3.729, -0.485, -2.379], [-4.238, -1.279, -2.897], [-2.377, -0.446, -2.021], [-4.450, 3.349, -0.854], [2.169, 2.258, 0.032], [3.108, 1.703, 0.159], [1.610, 2.168, 0.995], [2.324, 3.307, -0.246], [-2.285, 3.695, -1.533], [-2.900, 2.843, 0.744], [-0.924, 3.331, -1.525], [-1.635, 2.365, 1.098], [-2.446, 4.762, -2.324], [-3.532, 3.291, 1.843], [-3.435, 5.185, -2.445], [-4.520, 3.728, 1.750], [-1.211, 5.130, -2.861], [-2.707, 3.087, 2.946], [-0.273, 4.231, -2.361], [-1.540, 2.490, 2.454], [-1.032, 5.953, -3.534], [-2.924, 3.336, 3.970], [0.791, 4.156, -2.530], [-0.660, 2.151, 2.988], [1.708, 1.577, -1.238], [-0.635, -4.977, -2.015], [-1.431, -4.260, -1.114], [-0.909, -3.149, -0.442], [0.421, -2.736, -0.664], [1.228, -3.494, -1.533], [0.695, -4.595, -2.218], [1.044, -1.226, 0.236], [0.809, -1.668, 2.036], [-0.032, -0.885, 2.850], [-0.173, -1.185, 4.209], [0.488, -2.290, 4.763], [1.282, -3.103, 3.949], [1.437, -2.800, 2.587], [2.886, -1.122, -0.078], [3.825, -1.187, 0.966], [5.197, -1.098, 0.690], [5.645, -0.915, -0.622], [4.716, -0.831, -1.665], [3.347, -0.943, -1.398], [-1.048, -5.832, -2.552], [-2.464, -4.562, -0.931], [-1.537, -2.598, 0.261], [2.273, -3.224, -1.679], [1.328, -5.153, -2.909], [-0.579, -0.043, 2.415], [-0.803, -0.553, 4.838], [0.377, -2.518, 5.825], [1.790, -3.974, 4.365], [2.054, -3.451, 1.963], [3.487, -1.312, 1.994], [5.913, -1.170, 1.510], [6.713, -0.835, -0.831], [5.052, -0.684, -2.693], [2.632, -0.891, -2.222]], "atomic_forces_ev_per_a": [[-0.12, 0.14, -0.02], [-1.20, -0.56, -0.41], [0.12, -0.53, 0.29], [0.99, -0.63, -0.14], [0.60, 0.00, 0.17], [-1.06, -1.58, 1.43], [0.19, -0.20, -0.02], [0.15, -0.10, 0.04], [-0.05, 0.01, -0.02], [-0.87, 1.20, 0.29], [0.31, -0.03, -0.03], [0.66, -0.62, -0.31], [-0.12, 0.54, -0.09], [0.31, 0.39, 0.72], [0.11, -0.04, 0.26], [1.50, 0.27, -0.41], [1.11, -0.18, 0.55], [-2.22, 3.82, -2.37], [-1.51, 0.40, 1.05], [0.41, -0.70, 0.46], [0.54, -0.31, -0.29], [0.20, 0.01, -0.06], [0.20, -0.10, 0.14], [0.49, -0.11, -0.04], [0.20, -0.21, -0.01], [-1.82, -0.35, 0.71], [-1.10, 0.55, -1.12], [0.04, -0.05, 0.03], [-0.03, -0.01, 0.00], [-0.03, 0.04, -0.02], [-0.09, 0.19, -0.11], [1.80, -0.31, -0.84], [0.00, 0.31, 0.15], [0.06, 0.30, 0.45], [-0.53, -0.46, -0.33], [-0.58, 1.01, -0.30], [-0.03, -0.32, -0.98], [0.45, 0.31, 0.38], [2.92, -5.07, 0.95], [-1.37, 1.28, 0.81], [0.36, -0.30, 0.37], [-0.03, -0.06, -0.03], [-0.05, 0.24, -0.34], [-0.10, 0.31, -0.41], [0.10, -0.14, 0.00], [-0.67, 1.00, -0.59], [0.58, 0.45, 0.31], [-0.52, -0.25, 0.26], [-0.32, 0.02, -0.03], [-0.46, -0.20, -0.14], [0.67, 0.21, -0.33], [0.12, 0.26, 0.14], [0.33, 0.06, -0.04], [0.07, -0.14, -0.23], [-0.32, -0.12, -0.06], [-0.17, 0.12, 0.30], [0.13, -0.23, 0.27], [0.17, -0.24, -0.17], [0.03, 0.08, -0.34], [-0.17, 0.26, -0.16], [-0.17, 0.19, 0.19], [0.17, 0.13, -0.25], [-0.23, -0.01, -0.26], [-0.31, 0.03, 0.07], [-0.07, -0.07, 0.33], [0.24, 0.11, 0.18]], "homo_energy_ha": [-0.4615, -0.4529], "total_charge": 2, "lumo_energy_ev": [-9.4, -9.4], "gap_ev": [3.1, 2.9]}